# C27H37N4O

A 2-piece molecular cluster, C27H37N4O overall at a distorted geometry (ωB97M-V/def2-TZVPD, OMol25).

Positions of all 69 atoms, in Å:
C  2.569  -1.737  3.944
N  1.354  -1.583  3.190
C  0.142  -1.684  3.822
O  -0.054  -2.033  4.984
C  -0.923  -1.262  2.815
C  -1.677  -0.006  3.258
C  -0.747  1.143  3.529
C  -0.031  1.191  4.730
C  0.829  2.255  5.004
C  0.997  3.276  4.062
C  0.258  3.251  2.874
C  -0.633  2.204  2.622
N  -0.154  -1.068  1.589
C  -0.782  -0.753  0.444
C  -0.097  -0.433  -0.716
C  -0.701  0.316  -1.751
C  0.115  0.827  -2.851
C  -0.351  1.729  -3.863
C  0.470  2.109  -4.933
C  1.810  1.688  -4.987
C  2.272  0.794  -4.017
C  1.403  0.274  -3.059
C  1.311  -1.116  1.799
C  2.022  0.251  1.668
C  3.491  -0.080  1.407
C  3.548  -1.536  0.872
C  2.130  -2.111  0.921
H  2.327  -2.343  4.823
H  3.309  -2.242  3.320
H  2.972  -0.764  4.268
H  -1.630  -2.105  2.689
H  -2.414  0.255  2.493
H  -2.209  -0.281  4.178
H  -0.163  0.390  5.463
H  1.361  2.283  5.958
H  1.682  4.103  4.268
H  0.364  4.055  2.140
H  -1.241  2.197  1.713
H  -1.882  -0.785  0.458
H  0.957  -0.711  -0.784
H  -1.526  0.914  -1.359
H  -1.383  2.104  -3.857
H  0.069  2.758  -5.719
H  2.465  2.028  -5.799
H  3.316  0.488  -4.013
H  1.729  -0.581  -2.470
H  1.579  0.802  0.829
H  1.858  0.853  2.574
H  3.945  0.625  0.694
H  4.058  -0.001  2.347
H  3.954  -1.533  -0.150
H  4.225  -2.141  1.489
H  2.077  -3.122  1.349
H  1.713  -2.175  -0.086
C  -3.307  0.998  -2.860
N  -2.465  -0.192  -3.129
N  -3.163  -1.044  -4.041
C  -2.510  -2.319  -4.193
C  -4.575  -1.070  -3.797
H  -4.139  0.695  -2.190
H  -2.690  1.772  -2.375
H  -3.717  1.389  -3.810
H  -1.649  0.054  -3.717
H  -2.992  -2.871  -5.007
H  -1.461  -2.202  -4.482
H  -2.565  -2.977  -3.311
H  -5.018  -1.860  -4.406
H  -4.829  -1.236  -2.739
H  -5.003  -0.111  -4.118

Cartesian forces, eV/Å:
C 0.359 -0.015 0.091
N -1.267 0.058 0.388
C 0.337 -0.254 0.614
O 0.181 0.511 -1.586
C -0.379 -0.926 0.297
C 0.095 -0.162 0.307
C -0.181 0.637 0.104
C 0.094 0.096 0.063
C -0.019 -0.056 -0.208
C -0.105 -0.033 -0.060
C -0.030 -0.031 0.035
C 0.324 -0.142 0.197
N -0.975 0.179 -1.513
C 0.949 -0.299 1.431
C -0.031 0.216 -1.585
C 1.239 0.460 2.657
C 0.498 -0.251 -1.611
C 0.285 -0.033 0.245
C 0.140 -0.103 0.297
C -0.441 0.054 0.226
C -0.194 -0.039 -0.150
C -0.058 0.540 0.020
C 0.533 -0.183 0.747
C -0.413 0.102 -0.132
C 0.400 0.136 0.174
C 0.566 0.093 -0.163
C -0.521 0.011 -0.050
H 0.160 0.156 -0.197
H 0.011 -0.036 0.322
H -0.132 -0.282 -0.037
H 0.285 0.361 0.030
H -0.009 0.006 0.116
H -0.016 0.054 -0.223
H 0.062 0.294 -0.213
H -0.136 0.025 -0.345
H -0.273 -0.300 -0.099
H -0.030 -0.230 0.308
H 0.202 0.052 0.216
H 0.516 0.283 0.181
H -0.751 0.265 -0.004
H 0.117 -0.452 -0.669
H 0.682 -0.027 0.114
H 0.147 -0.252 0.391
H -0.297 -0.130 0.466
H -0.264 -0.179 -0.184
H 0.121 0.432 -0.001
H 0.104 -0.061 0.150
H 0.045 -0.180 -0.313
H -0.168 -0.223 0.310
H -0.118 0.016 -0.400
H -0.163 -0.186 0.326
H -0.093 0.180 -0.324
H -0.007 0.336 -0.088
H 0.009 -0.144 0.186
C 0.193 -0.013 -0.055
N 0.318 0.321 -0.838
N -0.098 -0.198 -0.659
C -0.117 -0.658 -0.002
C -0.607 -0.241 -0.124
H 0.633 0.455 -0.405
H -0.629 -0.290 -0.271
H 0.182 0.116 0.508
H -1.058 0.167 0.521
H 0.027 0.234 0.056
H -0.088 0.180 0.127
H 0.080 0.219 0.133
H 0.048 0.093 0.121
H -0.091 -0.219 -0.090
H -0.186 -0.511 0.125

LUMO level: -4.34 eV
total charge: +1
energy above the lowest of the compared OMol25 structures with the same formula, charge and spin: 54.4 kcal per mole
E_tot: -36598.8132 eV
multiplicity: 1

Löwdin atomic charge list, values in e, 8 entries: number 1, C, carries 0.01; number 2, N, carries -0.01; number 3, C, carries -0.40; number 4, O, carries 0.08; number 5, C, carries -0.15; number 6, C, carries -0.08; number 7, C, carries -0.23; number 8, C, carries -0.03